No. 1
Molecular formula: C6H10N
Method: DFT, wB97M-V/def2-TZVPD

Cartesian coordinates (Å):
1 H 1.492 1.320 -1.471
2 H -1.811 0.900 -1.896
3 H 2.229 1.715 -0.026
4 H 1.283 -0.999 1.460
5 H 2.165 -0.085 -0.543
6 N -2.352 -0.768 -0.610
7 C 1.591 0.890 -0.413
8 C 0.679 -0.141 1.800
9 C -0.675 -0.411 -0.476
10 C 0.305 0.518 0.404
11 H -1.481 -2.269 0.642
12 H -0.228 -0.600 2.252
13 C -1.461 -1.424 0.048
14 C -1.532 -0.080 -1.645
15 H -0.206 1.550 0.662
16 H -1.440 -0.694 -2.509
17 H 1.440 0.578 2.321

Calculated values
- spin multiplicity = 1
- charge = +1
- relative energy (zero: lowest compared OMol25 entry of this formula, charge and spin) (kcal per mole) = 84.27
- HOMO energy (eV) = -15.69
- structure (SMILES) = CC(C)[C@@]12C=[N+]1C2
- Kohn-Sham gap (eV) = 10.09
- DFT total energy (Eh) = -288.9487

***

No. 2
Molecular formula: C10H17N2O4PdS2
Method: DFT, wB97M-V/def2-TZVPD

Cartesian coordinates (Å):
1 H 2.747 3.016 -2.132
2 H -2.170 -1.564 0.031
3 C 2.104 2.880 -3.002
4 H 2.153 3.773 -3.635
5 H 0.858 2.672 -0.463
6 H 0.766 4.259 -1.284
7 H 0.350 -1.146 -3.028
8 C 0.402 3.232 -1.285
9 O 4.345 -0.718 -0.587
10 H -0.862 -0.849 -4.294
11 H -1.102 1.973 2.296
12 Pd 0.520 -0.312 0.199
13 C -1.110 0.959 1.924
14 C -1.862 0.485 0.816
15 H -0.480 -2.299 1.993
16 S 2.945 -0.516 -0.276
17 N 0.732 2.626 -2.569
18 N 0.511 0.722 -3.918
19 C -1.643 -0.896 0.692
20 H 0.632 2.490 -5.020
21 C -0.747 -1.286 1.737
22 O -0.568 0.864 -1.920
23 H -0.238 1.171 -5.818
24 S 1.872 -2.192 -0.720
25 O 2.687 -0.221 1.149
26 O 2.313 0.542 -1.108
27 C 0.621 1.414 -5.178
28 H 0.841 -1.159 -4.730
29 C 0.199 1.363 -2.741
30 H -0.678 3.224 -1.149
31 H 0.151 -0.096 3.405
32 C 0.183 -0.688 -3.999
33 H 1.531 1.124 -5.713
34 C -0.443 -0.123 2.505
35 H -2.504 1.074 0.180
36 H 2.494 2.021 -3.540

Calculated values
- spin multiplicity = 1
- charge = -1
- HOMO energy (spin up / spin down) (eV) = -3.72 / -3.72
- Kohn-Sham gap (spin up / spin down) (eV) = 6.10 / 6.10
- DFT total energy (Eh) = -1725.9982

***

No. 3
Molecular formula: C6H12O
Method: DFT, wB97M-V/def2-TZVPD

Cartesian coordinates (Å):
1 H -1.612 2.319 0.316
2 H -2.362 2.024 1.902
3 C 1.300 -0.413 -1.598
4 C -1.971 1.542 1.000
5 H -1.103 -0.824 -0.361
6 H -1.207 -0.140 2.099
7 H 2.360 -2.279 0.265
8 H -2.801 1.023 0.507
9 H 0.670 1.185 -1.579
10 H -0.031 1.203 -1.108
11 H 0.457 -0.627 -2.278
12 C -0.844 0.567 1.335
13 O 2.268 -1.449 -1.656
14 H 1.720 0.066 0.487
15 H 0.869 -2.662 -0.688
16 C 1.642 -1.916 -0.475
17 H -0.005 1.108 1.789
18 C 1.006 -0.510 -0.107
19 C -0.357 -0.216 0.150

Calculated values
- spin multiplicity = 1
- charge = 0
- relative energy (zero: lowest compared OMol25 entry of this formula, charge and spin) (kcal per mole) = 146.47
- HOMO energy (spin up / spin down) (eV) = -7.81 / -7.72
- Kohn-Sham gap (spin up / spin down) (eV) = 7.97 / 7.93
- DFT total energy (Eh) = -310.8259

***

No. 4
Molecular formula: H12O6
Method: DFT, wB97M-V/def2-TZVPD

Cartesian coordinates (Å):
1 H -1.704 -3.458 0.780
2 H 1.930 -2.675 -0.373
3 O -1.086 -2.764 0.442
4 O 0.195 0.346 0.684
5 H -2.311 -0.288 -2.107
6 H -1.527 -2.224 -0.282
7 O 2.547 1.227 -0.162
8 H 1.677 0.868 0.082
9 H 0.116 3.724 0.484
10 O -0.454 3.364 1.148
11 H 0.984 -1.602 0.017
12 O -1.809 -0.927 -1.620
13 H -0.944 -0.584 -1.774
14 H -0.297 1.175 0.693
15 O 1.558 -1.839 -0.720
16 H -0.303 -0.228 1.156
17 H 2.641 1.976 0.441
18 H -1.215 3.914 1.117

Calculated values
- spin multiplicity = 1
- charge = 0
- relative energy (zero: lowest compared OMol25 entry of this formula, charge and spin) (kcal per mole) = 34.54
- HOMO energy (eV) = -10.37
- structure (SMILES) = O.O.O.O.O.O
- Kohn-Sham gap (eV) = 10.62
- DFT total energy (Eh) = -458.6174

***

No. 5
Molecular formula: C35H30N4O5RuS
Method: DFT, wB97M-V/def2-TZVPD

Cartesian coordinates (Å):
1 H 0.743 2.660 -0.704
2 O -2.294 -0.619 -2.260
3 C 0.056 -4.655 -1.000
4 H 1.913 -0.116 3.818
5 C 1.646 -0.730 1.772
6 C 3.074 2.375 -3.849
7 H -2.738 4.388 -2.852
8 H -2.467 -4.366 1.225
9 C 3.231 3.387 -2.926
10 C 2.406 3.488 -1.802
11 C 2.086 1.435 -3.588
12 H 0.209 -1.170 -3.840
13 C 2.008 -0.925 3.109
14 H 2.931 -4.162 2.928
15 C -3.292 3.767 0.881
16 C -2.388 3.130 -1.439
17 H 2.877 5.061 3.648
18 C -0.374 -3.746 -1.949
19 H 4.446 3.192 3.308
20 C -1.883 -4.194 0.333
21 O -1.749 2.334 -2.095
22 S -2.119 -1.920 -3.028
23 C 1.157 0.582 1.311
24 H -4.336 -1.669 -3.827
25 H 0.298 -6.735 0.629
26 H 3.699 2.304 -4.721
27 C 1.667 1.803 1.971
28 C -3.807 -2.498 -3.369
29 N -2.403 1.630 0.372
30 C 0.794 2.882 2.137
31 C -0.272 -5.951 1.124
32 C 1.403 2.576 -1.555
33 H -3.540 4.764 0.553
34 H 3.694 1.115 2.232
35 C -2.283 -0.278 1.804
36 N 0.420 0.423 -2.435
37 C 1.703 -1.795 0.868
38 C 1.221 4.039 2.753
39 H -3.423 1.659 3.543
40 C -3.542 3.340 2.181
41 H -1.132 -6.390 1.626
42 C -2.669 1.202 1.587
43 C 1.268 1.514 -2.443
44 C 2.995 1.923 2.392
45 H 0.363 -5.510 1.893
46 Ru -0.941 0.091 -0.855
47 C -2.330 -3.285 -0.607
48 H 2.262 -3.834 0.581
49 C 3.420 3.097 2.987
50 H 1.399 -1.626 -0.165
51 H 0.531 4.855 2.901
52 C -1.575 -3.071 -1.755
53 C 2.548 -3.207 2.611
54 C -3.243 2.033 2.546
55 H -0.229 2.778 1.802
56 O -2.886 4.253 -1.899
57 C 2.441 -2.169 3.526
58 C 2.538 4.151 3.178
59 N 0.318 0.686 0.376
60 H 0.984 -5.189 -1.153
61 H -4.311 -2.830 -2.469
62 H -3.967 4.022 2.905
63 H 2.095 -0.063 -5.094
64 C -2.704 2.867 -0.002
65 C -0.704 -4.913 0.142
66 H 3.999 4.128 -3.071
67 N 1.687 0.296 -4.243
68 H -3.723 -3.312 -4.082
69 H 0.207 -3.592 -2.849
70 H 2.563 4.301 -1.112
71 C 0.704 -0.267 -3.526
72 O -1.879 -0.832 0.726
73 H 2.698 -2.330 4.562
74 H -3.264 -2.764 -0.449
75 O -2.405 -0.795 2.885
76 C 2.174 -3.022 1.285

Calculated values
- spin multiplicity = 5
- charge = +2
- relative energy (zero: lowest compared OMol25 entry of this formula, charge and spin) (kcal per mole) = 11.52
- HOMO energy (spin up / spin down) (eV) = -14.16 / -14.24
- Kohn-Sham gap (spin up / spin down) (eV) = 8.49 / 6.26
- DFT total energy (Eh) = -2439.5402

***

No. 6
Molecular formula: C40H48I2N5NaO3P2S2Se
Method: DFT, wB97M-V/def2-TZVPD

Cartesian coordinates (Å):
1 H -2.865 1.159 1.850
2 H -5.519 -2.391 1.753
3 Na -0.389 0.194 1.124
4 C 5.394 -0.027 -3.562
5 C 4.714 1.092 -4.071
6 C 5.271 -1.348 -1.451
7 H -2.767 4.998 -1.218
8 H 2.217 -5.220 2.412
9 H -2.327 -3.465 -1.721
10 H 3.123 -2.228 -4.129
11 H 0.624 -4.007 5.607
12 S -1.267 2.522 -0.569
13 H -0.729 -3.681 -2.467
14 N -3.063 -0.543 0.685
15 H 3.173 2.237 -3.136
16 C 0.960 0.361 -4.014
17 N -5.477 -0.352 1.219
18 C 4.970 1.586 -5.344
19 H -2.570 -0.368 2.672
20 S -1.242 2.887 2.947
21 C 2.305 -1.609 -3.780
22 N 1.368 0.219 2.620
23 C 2.384 1.029 2.847
24 H -0.013 -5.884 1.582
25 C 3.235 -0.308 4.630
26 H -5.879 0.308 -0.748
27 O -0.802 -1.370 2.275
28 H -4.850 -0.612 3.204
29 C 0.255 -2.886 0.043
30 C 2.166 -1.202 4.427
31 C -1.475 -2.949 -2.161
32 N 3.859 1.504 -3.086
33 H 1.867 -1.505 0.321
34 Se 3.121 0.955 -0.412
35 H -0.514 6.596 0.080
36 C -3.210 0.131 1.949
37 I -1.954 -3.755 3.839
38 C 1.666 -4.564 1.754
39 H -0.371 5.056 -0.816
40 C -0.103 -2.746 4.039
41 C 5.938 0.909 -6.096
42 I 3.308 -2.990 6.684
43 C -5.157 0.507 0.047
44 C 6.358 -0.689 -4.315
45 H -2.114 6.527 -1.840
46 C -4.685 0.097 2.391
47 C 1.237 -0.872 3.399
48 H 5.005 -2.292 -1.930
49 H 6.892 -1.544 -3.932
50 H 2.525 -0.197 -5.378
51 C -3.615 -1.868 0.777
52 C 2.185 -3.324 1.407
53 H -6.070 3.669 1.730
54 H -3.149 -2.369 1.622
55 C 0.245 0.004 -2.888
56 C -2.319 5.949 -0.941
57 H 3.955 -0.494 5.416
58 H 6.340 -1.346 -1.237
59 C 1.977 -0.459 -4.483
60 H -3.010 6.497 -0.306
61 C 1.933 -2.363 5.177
62 P -1.712 3.441 1.120
63 C 1.481 -2.488 0.567
64 H 3.138 -3.007 1.804
65 C -3.711 0.186 -0.375
66 H 6.164 1.264 -7.091
67 C 0.535 -1.181 -2.214
68 C 1.585 -1.980 -2.663
69 H -1.809 -2.392 -3.038
70 H -5.239 1.551 0.357
71 H 0.719 1.277 -4.537
72 C 3.967 0.686 -1.999
73 H -3.966 3.629 3.033
74 C -0.286 -4.107 0.437
75 C 3.331 0.818 3.842
76 H -5.677 -2.064 0.017
77 C 6.608 -0.186 -5.597
78 O -3.387 3.543 1.059
79 O -1.273 5.004 1.033
80 C -4.011 4.240 2.121
81 H -1.271 -4.402 0.098
82 C 0.802 -3.130 5.000
83 H -6.473 -0.267 1.432
84 C 0.421 -4.940 1.281
85 H -0.541 0.642 -2.510
86 H 1.842 -2.885 -2.125
87 H -5.869 5.251 2.489
88 H 7.352 -0.677 -6.207
89 H 4.439 2.443 -5.726
90 H -3.157 1.109 -0.563
91 H -5.486 5.036 0.771
92 C -1.030 5.670 -0.192
93 H -3.356 -2.421 -0.124
94 H 4.716 -1.250 -0.518
95 H 2.447 1.895 2.201
96 C -5.453 4.567 1.752
97 H -5.031 1.084 2.699
98 H 4.127 1.531 3.994
99 P -0.691 -1.721 -0.977
100 C -5.153 -1.773 0.931
101 H -3.464 5.170 2.319
102 C 0.060 -1.663 3.173
103 N 4.920 -0.248 -2.293
104 H -3.672 -0.422 -1.279

Calculated values
- spin multiplicity = 2
- charge = -1
- relative energy (zero: lowest compared OMol25 entry of this formula, charge and spin) (kcal per mole) = 5.04
- HOMO energy (spin up / spin down) (eV) = -0.59 / -4.82
- Kohn-Sham gap (spin up / spin down) (eV) = 2.24 / 6.48
- DFT total energy (Eh) = -6690.9087

***

No. 7
Molecular formula: C4H11N2S
Method: DFT, wB97M-V/def2-TZVPD

Cartesian coordinates (Å):
1 H -0.214 1.777 1.131
2 H -0.817 -1.943 0.519
3 H 0.101 -0.513 -1.740
4 H 1.629 1.173 0.369
5 H 1.251 1.595 -1.277
6 N -2.216 2.536 0.772
7 H 0.199 -0.816 1.248
8 H -2.474 2.276 1.710
9 H 2.117 0.056 -1.049
10 H -2.356 3.519 0.599
11 H -0.495 2.695 -0.385
12 C 0.119 -1.338 0.244
13 C -0.920 1.997 0.308
14 C 1.363 0.744 -0.593
15 S 1.429 -2.501 -0.021
16 H -1.548 0.177 0.453
17 N -1.157 0.690 -0.337
18 C 0.059 -0.120 -0.709

Calculated values
- spin multiplicity = 1
- charge = -1
- relative energy (zero: lowest compared OMol25 entry of this formula, charge and spin) (kcal per mole) = 36.06
- HOMO energy (eV) = -2.26
- structure (SMILES) = C[C@@H](C[S-])NCN
- Kohn-Sham gap (eV) = 5.69
- DFT total energy (Eh) = -666.6891

***

Q: Which formula does entry 5 have?
A: C35H30N4O5RuS

***

Q: The highest DFT total energy belongs to which entry?
A: C6H10N